[1]
The following is a DFT calculation (ωB97M-V with the def2-TZVPD basis set) of a molecular structure, C20H34NO10S3.

As for the frontier orbital gap: 8.35 eV. The calculated total energy comes out at -2784.20547 Ha. Its multiplicity is 1. The total charge is -1. The calculation puts the HOMO energy at -0.2272 Eh.

```
68
Properties=species:S:1:pos:R:3:forces:R:3
O 1.213 -1.042 4.555 -0.2 1.8 0.2
S 1.025 0.272 3.906 -2.4 -3.5 -0.4
O 1.210 0.069 2.456 0.4 1.8 1.5
S 2.563 1.487 4.727 0.3 0.5 0.0
N -0.504 0.781 4.352 1.0 1.6 -0.8
S -0.937 2.238 3.636 3.4 0.9 -1.3
O -1.026 2.124 2.177 -1.5 -0.4 1.1
O 0.045 3.314 3.929 -1.3 -1.0 0.9
C -2.510 2.770 4.417 -0.6 0.2 0.0
C -3.756 2.660 3.471 -0.7 -0.5 0.1
C -4.868 1.673 3.939 -1.7 -1.2 0.0
C -6.092 1.629 3.112 0.3 -0.9 1.4
C -7.192 0.742 3.403 1.7 0.1 0.9
C -7.106 -0.162 4.543 1.3 1.1 -0.2
C -5.927 -0.124 5.377 0.1 1.1 -1.4
C -4.805 0.778 5.073 -1.6 -0.1 -1.0
H 1.992 2.252 5.714 -0.3 -0.7 -0.8
H -2.394 3.857 4.677 0.5 -1.2 -0.4
H -2.596 2.223 5.384 0.0 0.3 -0.9
H -3.486 2.364 2.417 0.1 0.3 1.1
H -4.247 3.669 3.367 0.6 -0.9 0.2
H -6.147 2.307 2.226 0.0 -0.7 0.8
H -8.074 0.746 2.727 0.7 -0.1 0.7
H -7.932 -0.875 4.783 0.8 0.8 -0.3
H -5.857 -0.794 6.266 0.0 0.6 -0.9
H -3.907 0.751 5.723 -0.8 0.0 -0.5
O 3.590 -4.839 -1.964 0.0 0.3 0.1
C 2.991 -4.455 -0.989 0.1 -0.2 0.1
O 3.176 -3.207 -0.536 0.1 0.2 -0.5
C 2.369 -2.591 0.486 0.0 0.1 0.5
C 2.883 -2.925 1.869 0.0 -0.2 0.1
C 2.100 -5.388 -0.208 -0.6 0.0 -0.2
H 1.315 -2.846 0.359 0.1 -0.1 0.0
H 2.448 -1.516 0.325 0.1 -0.1 -0.1
H 2.833 -3.997 2.071 -0.1 0.0 0.0
H 2.300 -2.401 2.629 0.0 0.0 -0.1
H 3.931 -2.633 1.967 -0.1 0.1 0.0
H 2.706 -5.949 0.504 0.0 0.1 0.0
H 1.635 -6.083 -0.908 0.3 -0.1 0.0
H 1.288 -4.888 0.314 0.2 0.0 0.2
O -2.569 0.696 -4.060 0.0 -0.2 0.3
C -1.709 0.342 -3.292 0.2 0.4 0.0
O -2.044 -0.282 -2.150 -0.5 -0.3 -0.2
C -1.095 -0.916 -1.278 0.3 0.2 0.3
C -0.497 0.071 -0.298 -0.1 0.0 -0.2
C -0.259 0.666 -3.542 0.3 -0.5 -0.4
H -0.333 -1.449 -1.854 0.0 0.1 -0.1
H -1.653 -1.676 -0.728 -0.2 0.1 -0.2
H 0.060 0.855 -0.814 0.1 -0.1 0.0
H 0.175 -0.433 0.396 -0.1 0.1 0.1
H -1.281 0.566 0.277 0.1 -0.1 0.1
H -0.045 1.666 -3.165 0.0 -0.1 0.0
H -0.079 0.643 -4.616 -0.1 0.3 0.1
H 0.432 -0.049 -3.101 0.0 0.2 0.2
O 1.337 1.661 -6.494 0.3 0.0 0.2
C 2.480 1.322 -6.335 0.0 0.1 -0.3
O 3.101 1.589 -5.170 -0.3 0.0 0.4
C 4.379 1.058 -4.800 0.2 0.0 -0.1
C 5.505 1.920 -5.335 0.0 0.1 -0.2
C 3.266 0.683 -7.452 0.0 -0.6 0.0
H 4.473 0.013 -5.099 0.0 0.1 -0.1
H 4.405 1.069 -3.709 -0.2 0.0 -0.1
H 5.507 1.945 -6.426 0.0 -0.1 0.0
H 6.471 1.543 -4.995 0.0 0.0 0.0
H 5.389 2.950 -4.993 0.0 -0.1 0.1
H 3.687 1.464 -8.085 0.0 0.0 0.0
H 2.584 0.072 -8.043 -0.1 0.2 0.0
H 4.057 0.018 -7.111 0.1 0.2 0.0
```
Forces are in eV/Å.

[2]
The following is a DFT calculation (ωB97M-V with the def2-TZVPD basis set) of a single C20H34O5 molecule.

As for the frontier orbital gap: 8.75 eV. The calculated total energy comes out at -1158.01782 Ha. The energy above the lowest of the compared OMol25 structures with the same formula, charge and spin is 18.971 eV. The SMILES is CCCCC[C@H](O)/C=C/[C@@H]1[C@@H](C/C=C\CCCC(=O)O)[C@@H](O)C[C@H]1O. Its multiplicity is 1. The calculation puts the HOMO energy at -0.3101 Eh.

```
59
Properties=species:S:1:pos:R:3:forces:R:3
C 4.459 3.195 -1.355 -2.3 1.7 -3.3
C 3.892 1.854 -1.985 7.2 0.5 3.8
C 3.075 2.087 -3.118 0.7 0.4 1.6
C 2.529 0.908 -3.524 1.5 -9.7 -7.7
C 1.254 0.438 -3.143 -2.3 -2.5 -0.3
C 0.999 0.384 -1.745 -3.0 -4.2 1.9
O 1.799 -0.650 -1.259 2.5 -3.1 1.9
C -0.452 0.033 -1.275 4.0 2.6 -3.1
C -0.878 -1.117 -0.935 -0.6 -2.4 5.0
C -2.299 -1.191 -0.480 2.3 -5.3 3.4
C -2.452 -1.334 1.143 1.3 2.2 1.0
C -3.193 0.106 1.731 2.5 -4.9 2.5
C -2.267 1.184 1.393 -2.4 3.8 -1.3
C -1.359 1.786 2.215 -1.7 1.1 -7.1
C -0.685 1.247 3.352 -2.8 -0.2 0.6
C 0.746 1.436 3.199 2.3 -7.9 1.3
C 1.427 0.356 2.036 -1.5 12.4 0.4
C 1.007 -0.857 2.153 -0.6 -11.5 12.6
O 0.705 -1.518 3.383 -0.8 4.3 -5.0
O 1.598 -1.720 1.499 1.6 -2.3 -9.8
C -3.213 -2.698 1.425 0.7 5.0 7.0
O -4.678 -2.362 1.503 3.1 -6.0 -17.0
C -2.684 -3.566 0.448 2.7 -5.9 -1.9
C -2.574 -2.856 -0.862 -9.1 6.6 5.5
O -4.000 -2.622 -1.271 -2.1 -0.7 1.8
H 5.011 3.102 -0.480 1.2 -0.4 1.4
H 5.044 3.881 -2.173 -1.3 -1.9 1.9
H 3.541 3.769 -1.116 0.6 0.3 0.2
H 3.629 1.113 -1.224 -0.8 0.5 -0.1
H 4.953 1.484 -2.235 -1.6 -0.5 -0.6
H 2.311 2.649 -2.786 -2.7 3.2 0.5
H 3.665 2.448 -3.841 1.7 2.2 -2.7
H 3.196 -0.047 -3.381 -0.2 1.9 0.0
H 2.362 0.706 -4.761 1.0 1.4 2.7
H 0.683 1.163 -3.440 -4.1 4.5 -2.0
H 0.773 -0.404 -3.716 1.1 0.2 0.7
H 1.265 1.238 -1.252 1.1 2.4 1.3
H 1.887 -1.505 -1.785 -0.7 2.1 0.4
H -1.148 0.785 -1.413 -1.4 1.6 -0.5
H -0.228 -1.899 -0.315 -1.1 1.2 -2.3
H -2.980 -0.393 -0.637 -0.7 0.1 -1.7
H -1.387 -1.277 1.695 -2.3 -0.7 -1.3
H -4.168 -0.002 1.298 -0.5 0.9 0.0
H -3.178 -0.017 2.931 -0.6 0.1 -2.7
H -2.777 1.858 0.458 2.0 -1.6 2.4
H -1.031 2.714 1.572 0.2 -1.3 2.2
H -1.246 1.874 4.076 1.2 -0.5 1.1
H -1.000 0.155 3.473 0.8 1.5 0.2
H 1.229 2.267 2.976 1.3 4.4 -0.6
H 1.181 0.893 4.069 0.2 1.1 -0.1
H 2.486 0.662 1.926 -0.7 -0.9 -0.2
H 0.767 0.651 1.220 0.5 1.0 -1.3
H 1.706 -1.313 0.379 0.0 -1.2 3.5
H -2.961 -2.957 2.703 -0.4 0.2 -4.0
H -4.731 -2.148 2.259 -1.7 4.7 16.1
H -1.557 -3.925 0.530 -2.1 0.8 1.3
H -3.298 -4.565 0.564 1.1 1.6 -1.3
H -2.154 -3.005 -1.703 3.6 -2.3 -5.4
H -4.598 -2.478 -0.399 2.1 -0.5 -3.0
```
Forces are in eV/Å.

[3]
The following is a DFT calculation (ωB97M-V with the def2-TZVPD basis set) of a molecular structure, C20H35AlBClN5O4.

As for the frontier orbital gap: 1.32 eV. The calculated total energy comes out at -2084.19731 Ha. The energy above the lowest of the compared OMol25 structures with the same formula, charge and spin is 7.473 eV. Its multiplicity is 1. The total charge is +1. The calculation puts the HOMO energy at -0.3794 Eh.

```
67
Properties=species:S:1:pos:R:3:forces:R:3
Al -0.590 4.733 2.607 0.0 -0.2 -0.1
Cl -7.566 1.540 6.316 0.6 -1.1 -0.4
O -7.341 1.830 7.694 0.6 0.2 1.1
O -6.357 1.806 5.541 -1.2 -0.4 0.5
O -7.877 0.088 6.316 0.4 1.2 -0.5
O -8.676 2.296 5.874 -0.3 0.1 -0.8
B -1.355 0.532 -0.452 -1.0 0.7 -2.8
H -1.342 -0.441 -0.918 0.5 -3.7 -1.8
H -0.707 0.420 0.404 2.7 -1.0 4.5
H -0.968 1.374 -1.005 1.3 2.9 -2.5
H -2.275 0.803 0.043 -3.6 1.2 2.6
C 1.448 0.620 -10.101 0.5 0.1 -0.8
C 2.662 0.787 -9.135 -1.7 0.2 -1.4
C 2.251 1.540 -7.886 1.7 0.2 1.0
C 2.401 3.022 -7.997 -1.3 -3.5 -0.2
N 2.506 4.128 -8.197 0.4 2.5 -0.2
H 1.201 1.418 -10.801 0.4 0.4 0.2
H 0.504 0.424 -9.593 0.2 -0.3 0.4
H 1.687 -0.234 -10.736 -0.3 -0.1 -0.1
H 3.518 1.308 -9.564 -0.1 -0.2 -0.3
H 2.919 -0.265 -9.007 0.4 0.3 1.0
H 3.046 1.308 -7.177 -0.2 -0.2 0.6
H 1.317 1.171 -7.463 -0.1 0.5 -0.1
C 1.127 -0.877 12.035 -1.3 -1.6 -1.2
C -0.184 -1.619 11.387 1.4 1.8 1.1
C -1.020 -0.674 10.438 0.3 -1.2 0.2
C -0.316 -0.586 9.145 -0.8 0.4 1.0
N 0.264 -0.453 8.170 0.4 -0.1 -0.7
H 0.942 -0.277 12.926 -0.3 0.4 -0.5
H 1.589 -0.388 11.177 0.1 0.6 0.4
H 1.861 -1.611 12.367 -0.2 -0.3 -0.1
H -0.792 -2.016 12.200 -0.2 0.1 -0.2
H 0.189 -2.447 10.784 -0.1 0.0 0.1
H -1.284 0.324 10.789 0.5 0.0 0.3
H -1.990 -1.152 10.300 0.0 -0.1 -0.4
C 8.808 1.642 -0.953 0.9 -0.3 -0.7
C 9.258 2.930 -1.668 -1.3 0.8 0.0
C 8.170 3.606 -2.640 0.2 -1.3 1.2
C 6.858 3.725 -1.947 -1.7 0.8 0.8
N 5.821 3.876 -1.423 2.5 -0.5 -1.1
H 8.845 0.824 -1.673 -0.9 0.0 -0.3
H 7.873 1.717 -0.399 0.0 0.0 -0.3
H 9.564 1.235 -0.281 0.2 0.7 0.4
H 10.173 2.785 -2.242 -0.1 0.0 0.1
H 9.426 3.711 -0.925 0.3 -0.1 0.1
H 7.990 2.989 -3.520 0.1 0.0 -0.1
H 8.532 4.584 -2.957 -0.2 0.0 0.1
N -5.805 1.068 -4.949 0.3 0.6 -1.6
C -6.918 0.338 -5.085 -1.4 -1.9 3.8
C -7.507 0.462 -6.282 0.2 0.4 -3.3
C -6.661 1.296 -7.053 0.0 -0.3 1.1
C -5.644 1.653 -6.168 1.3 1.4 -0.7
H -5.104 1.087 -4.223 -0.5 -0.1 0.1
H -7.307 -0.184 -4.223 0.1 -0.2 -0.1
H -8.313 -0.056 -6.781 -0.3 -0.1 0.8
H -6.792 1.529 -8.099 0.2 0.3 0.2
H -4.820 2.343 -6.272 0.0 -0.1 -0.4
N -1.882 -4.988 2.325 0.8 -1.4 -0.1
C -2.699 -5.887 2.929 -0.7 -1.7 -1.0
C -2.179 -7.242 2.769 1.7 3.1 -0.3
C -0.924 -7.028 2.119 -0.9 -0.5 0.1
C -0.776 -5.672 1.818 -1.3 0.4 0.1
H -2.056 -4.023 2.083 -0.3 -0.1 0.4
H -3.730 -5.663 3.163 0.2 0.4 0.4
H -2.590 -8.178 3.118 -0.1 0.3 0.0
H -0.256 -7.817 1.806 0.1 0.2 0.1
H -0.148 -5.095 1.155 0.5 -0.4 0.2
```
Forces are in eV/Å.